# 1
Entry from the Open Molecules 2025 dataset: C38H37N2O7SY as an isolated structure in a non-equilibrium geometry (the ωB97M-V functional and the def2-TZVPD basis).

Structure (ORCA input):
```
! wB97M-V def2-TZVPD RIJCOSX def2/J DEFGRID3
* xyz 0 1
C -4.33136 -1.77319 -0.24890
H -1.60431 3.97590 0.92088
C -2.13306 -0.79268 -0.78325
O 1.94479 -0.20758 -0.50420
O 3.91256 -1.20019 -0.14537
H 2.06027 1.32452 -7.16199
Y -0.11516 0.28898 -0.45600
C 0.96706 4.31324 -0.84637
C 0.84462 -5.04410 -0.11417
H 4.26616 1.46552 -3.01035
O -0.13904 2.31834 -1.61438
C -3.50994 -1.96181 -2.47959
C 2.25061 -4.94628 -0.19398
H 2.13810 0.91633 -2.87565
C -4.49146 -2.23662 -1.54721
C 0.17961 -6.29038 -0.09888
C -0.51296 -0.99499 2.87403
H -5.37953 -2.78775 -1.82929
H 2.62305 6.63138 1.01767
C -2.31826 3.30028 0.43862
H 3.14732 3.22083 -6.80178
C -1.18244 -6.35256 -0.02361
O -0.26602 0.23652 2.19618
H 2.84635 -5.85044 -0.23413
C 0.09220 -3.84278 -0.04876
H -0.67825 -0.82185 3.93832
C 1.64286 4.89567 0.22440
H 3.25095 2.92049 -3.03030
O -2.10273 1.95069 0.82521
H -0.87679 1.28937 3.87440
C 2.09124 6.20170 0.17948
H 4.86360 0.31045 -5.13227
H -3.62268 -2.29915 -3.50503
H -5.10530 -1.95485 0.48860
C 0.74022 5.08266 -1.99704
O 0.78731 2.28692 0.37504
C 0.51693 2.89309 -0.69882
H 1.00592 6.99504 -2.92629
C 1.61492 0.98691 -6.23396
H 1.81045 4.27981 1.09737
C -1.93222 -5.16374 0.05843
C 0.46157 0.11891 -3.90182
O 0.09325 4.54610 -3.05916
H -2.57577 2.62190 2.73192
C 2.70161 -1.21581 -0.27190
H -0.12196 2.21668 2.54942
C 1.68218 0.78821 -3.84762
H -1.67955 -7.31410 -0.02276
N 0.68642 -2.60874 -0.08469
H 0.03182 5.20645 -3.75623
C 1.86097 6.95657 -0.96302
H 4.38284 0.95338 -6.70961
H -3.01194 -5.21472 0.12218
H 4.26424 3.98198 -5.66519
N -0.24175 -0.33513 -2.80476
H -3.10426 -0.75508 1.13947
C 0.41874 0.30071 -6.31030
H 5.58885 1.80996 -5.73556
C -3.18130 -1.07839 0.10413
H -3.33497 3.61146 0.69585
H -2.18389 3.34441 -0.63873
H -0.04727 0.09723 -7.26562
C 4.66657 1.22612 -5.69189
H 4.91780 2.98879 -3.61293
C 2.82326 -3.71415 -0.21863
H -1.88672 -3.03664 0.12176
H 2.53125 3.92078 -5.29461
C 4.02102 2.36796 -3.57284
C -0.16839 -0.12470 -5.12530
C -1.38469 -0.86646 -3.11886
C -2.36764 -1.25033 -2.10593
H 2.21130 7.97898 -1.02188
C -0.81167 1.40834 2.78958
H 0.37242 -1.61589 2.74507
C -1.31292 -3.94500 0.05514
C 3.56610 2.04289 -4.99976
C -2.18366 1.73611 2.22557
S -1.69708 -0.90421 -4.83903
H 0.77573 -7.19413 -0.14655
H -2.86989 0.90209 2.39549
C 1.18894 6.40165 -2.03598
H 3.89113 -3.56576 -0.27711
C 3.36151 3.37272 -5.74312
C 1.99825 -2.56941 -0.17770
C 2.26018 1.25435 -5.01349
H -1.37399 -1.51955 2.45283
*
```

Frontier orbital gap (eV): 8.291
Largest force on an atom (eV/A): 1.85
Energy relative to the best compared isomer or geometry (same formula, charge and spin) (eV): 0.5165
Calculated total energy (Ha): -2543.1769

# 2
Entry from the Open Molecules 2025 dataset: C38H38Br4N4O5P2Pb as an isolated structure (the ωB97M-V functional and the def2-TZVPD basis).

Structure (ORCA input):
```
! wB97M-V def2-TZVPD RIJCOSX def2/J DEFGRID3
* xyz -2 1
C 0.23502 -0.42932 -4.07903
C 1.90099 3.64269 -2.77418
C -2.98382 -4.19721 -2.75695
P 0.28933 0.02243 -2.22573
C -4.00078 -2.24464 -1.83735
H 5.43176 1.02541 -0.19491
Br 4.03641 5.18969 3.27794
H -3.51386 4.92312 5.73075
C -2.00726 3.45687 5.36258
C -3.62670 2.56829 3.30755
C 2.71672 1.39288 -1.52531
C 3.15339 -2.30928 -2.11398
H -1.35868 1.78254 -2.68523
C -4.03693 3.63726 4.08464
Br 3.89418 1.97070 4.19277
C 2.78561 4.01171 2.46550
N 3.50589 2.43547 -1.45707
H 6.09021 -1.20391 -0.69752
C 1.92476 4.47468 1.49183
C 3.09780 3.59385 -2.04087
C -1.99061 0.76918 2.67406
H 3.96084 -0.04341 -3.52611
H 4.92946 -2.33450 0.01677
O -0.90717 0.14527 3.01715
N -2.75245 0.49615 1.64616
H 4.95253 -0.02123 1.18384
H 4.20901 1.55295 0.96718
H -0.46514 -2.16691 -5.17216
Br -0.26679 4.16045 -0.36244
H -0.24928 1.54800 -4.85897
O -0.84968 -2.89145 -0.15590
C 2.26601 5.97614 -3.22232
C 4.13688 -1.21203 -1.68779
O 1.93136 0.46012 2.48580
H -0.57503 0.20459 -5.97448
C 1.49929 4.85617 -3.37616
H 5.32808 -1.16743 -3.49689
C -3.09507 -1.01134 0.04127
H 2.19402 -1.91444 -2.44254
O 0.29183 1.34590 0.52235
H 1.94821 6.91564 -3.65852
C -3.21497 4.07902 5.11843
H -1.66313 0.51342 -4.62046
Br 1.95529 6.28754 0.93863
H -1.42897 1.18449 -1.01436
C 5.27839 -1.89660 -0.92273
H 5.68177 -2.70747 -1.54055
C 3.46059 5.93151 -2.46744
C 1.03957 3.56420 0.87815
H 5.38201 0.33671 -2.55483
C -4.03129 -3.26282 -2.77043
C -2.41672 1.91464 3.53557
P 3.22582 -0.07824 -0.48387
H -4.84838 -3.34495 -3.47664
H -4.98043 4.12906 3.88106
N -2.23918 -0.54587 0.87358
C -0.61646 0.52322 -4.92557
C -2.95595 -2.08882 -0.91466
Pb 0.29497 -0.84065 1.17488
C 1.05538 2.20397 1.15673
C 1.46096 1.45936 -2.23930
C -1.31195 0.89619 -2.05496
H 0.20617 -2.55282 -3.57057
C 4.73192 -0.47694 -2.88717
C 1.93478 1.70877 2.20402
C -0.38654 -1.82674 -4.13197
C 1.63412 -0.46693 -4.69645
H 3.58264 -2.91594 -2.92116
N 1.10420 2.54517 -2.87384
H 1.54752 -0.73578 -5.75590
H -1.13171 -4.80431 -1.86401
H 2.28329 -1.20624 -4.22564
C -1.59085 2.37403 4.57990
H 2.12240 0.50913 -4.64573
H -1.39206 -1.83777 -3.70214
H -2.98975 -5.02134 -3.46526
H 2.93511 -2.96444 -1.26716
C 2.76681 2.65598 2.82794
H -4.23482 2.20710 2.48896
H 4.03670 6.83849 -2.32901
C -1.84771 -3.00646 -0.92255
O -0.39743 1.83125 4.86160
C 4.60676 0.69151 0.43534
H 0.56192 4.86396 -3.91875
C 3.87510 4.76507 -1.89077
H 4.77117 4.70486 -1.28567
H -0.25632 1.11801 4.17655
H -2.10613 0.19530 -2.32485
H -4.07672 -0.52662 0.05190
C -1.94585 -4.08704 -1.86706
H -4.81498 -1.52483 -1.80317
H -1.34075 3.79503 6.14635
*
```

Frontier orbital gap (eV): 5.928
Largest force on an atom (eV/A): 0.43
Energy relative to the best compared isomer or geometry (same formula, charge and spin) (eV): 0.1480
Calculated total energy (Ha): -13237.8624

# 3
Entry from the Open Molecules 2025 dataset: C38H38Cl7GeN2NaP as an isolated structure (the ωB97M-V functional and the def2-TZVPD basis).

Structure (ORCA input):
```
! wB97M-V def2-TZVPD RIJCOSX def2/J DEFGRID3
* xyz -1 1
H -3.49897 1.65291 -1.35092
H 0.92024 5.98908 1.10489
C -3.86585 -1.59764 -1.49238
H 0.83795 1.70932 1.33737
C 1.42902 3.11542 -3.34490
H -5.90065 2.82948 0.21595
H -1.38891 0.77731 -0.16601
C -0.55429 -1.09585 4.15756
H 3.29489 -5.70168 0.68957
C 1.40804 0.87235 -4.07429
Ge -0.59920 2.03343 -0.65406
C -2.82430 -1.61398 -0.57585
H 1.58919 -0.97555 1.63777
C -2.68867 -3.16901 -2.86884
Cl 6.55930 0.80987 2.91406
H 1.68180 -0.28920 3.17108
C 2.37508 2.55164 -5.48505
C 0.33592 -4.06662 0.38725
C -1.70704 -2.41962 -0.78846
H 2.25424 0.45498 -5.97613
H 2.87186 2.84183 -6.40017
C 3.87567 -0.65453 0.26585
C 2.22361 -5.55548 0.63355
C -0.52114 -5.16181 0.47396
H -1.59975 4.54503 2.09421
C -0.01070 -6.44041 0.63338
Cl 1.10040 4.36726 -2.17227
C 2.03724 1.22313 -5.24542
H -4.72564 -0.96331 -1.31347
H -1.32642 6.28272 2.07648
H 1.75905 -7.63900 0.83863
H -2.62295 -3.76825 -3.76832
C 0.23113 5.13928 1.07549
Cl 6.98554 -2.93659 -0.95128
C 4.69890 -1.53854 -0.39536
C -0.82804 5.31445 2.15918
Cl 0.96029 -0.81621 -3.86369
H -2.98756 2.27463 1.00029
C 1.05716 1.77616 -3.01296
C 0.21806 2.57058 1.06888
H 1.84650 3.84804 0.47907
C -3.80335 -2.37489 -2.63898
C 6.03490 -1.77586 -0.08689
C -1.80159 -1.54759 4.52819
H -2.16658 -1.33401 5.52581
N 1.24890 -0.98615 2.58850
H -0.68653 -7.28457 0.69527
C 5.83772 -0.10866 1.63847
H 2.38856 -3.43069 0.39284
C 6.60717 -1.05119 0.95603
H -3.65003 3.87381 0.73211
H -1.85053 3.22517 -2.47885
H -1.88862 4.24420 -1.05301
H -5.34419 2.39590 1.83498
Cl 8.25720 -1.31309 1.39211
H -0.61098 2.55658 1.78647
P -0.21896 -2.32450 0.26501
Na 1.74721 -0.55352 -1.16152
C 1.03766 3.84976 1.21238
C -3.41186 2.70642 -1.05890
H -2.71208 -3.06749 1.66477
C 1.36271 -6.63876 0.71502
H -0.25096 5.17317 0.09578
C -0.04085 -1.35248 2.87441
H -4.17321 3.24737 -1.63459
H -5.20690 1.23631 0.51358
H 1.52430 3.85896 2.19673
C -2.01017 3.21462 -1.39808
H -0.77842 -3.80421 -2.14872
H -3.56043 -2.64649 3.93318
C -2.58588 -2.27884 3.64029
C -3.73887 2.82617 0.42504
H 0.05948 -0.54541 4.86153
Cl 4.00981 -2.43282 -1.77072
Cl 3.58453 1.29371 2.13797
C -0.85377 -2.04418 1.95275
H 2.30452 4.53583 -4.66089
H -2.87691 -0.98553 0.30296
C -2.09972 -2.51592 2.36805
H -1.59321 -5.01597 0.40899
H -0.38147 5.25119 3.15543
C 1.71194 -4.27496 0.46669
C 4.50466 0.05855 1.26711
C -5.12447 2.29576 0.77036
C -1.64842 -3.18837 -1.95272
H -4.61432 -2.35327 -3.35621
N 0.50534 1.31822 -1.89655
C 2.05568 3.49212 -4.51681
*
```

Frontier orbital gap (eV): 6.355
Largest force on an atom (eV/A): 0.28
Energy relative to the best compared isomer or geometry (same formula, charge and spin) (eV): 0.1954
Calculated total energy (Ha): -7382.3853